# 1
The following is a quantum chemistry calculation of one molecule with the formula C6H7NO2 in a non-equilibrium geometry, from OMol25.

Positions of all 16 atoms, in Å:
O  2.881650  -0.805905  -0.931009
N  -0.855116  0.408920  -0.046875
C  1.505441  0.300716  0.273292
H  -1.697544  -1.109742  -1.323088
C  -2.170959  0.536972  0.645189
H  3.170067  0.312938  0.451382
C  0.259611  0.785375  0.698188
C  0.483655  -1.018697  -1.252220
H  -2.658980  1.572706  0.751909
H  0.183788  1.332856  1.537790
H  0.680769  -1.847176  -2.075910
O  2.508561  0.621398  1.115127
C  1.691912  -0.529878  -0.840954
C  -0.799014  -0.507622  -0.979377
H  -2.225354  0.213070  1.754605
H  -2.958488  -0.265931  0.221950

Atoms 1-6, force components in eV/Å:
1.99 -1.50 -2.25
-2.55 1.26 3.40
-4.62 3.77 4.45
1.12 1.50 0.43
-3.08 -0.94 1.39
1.50 -0.16 0.77

The value obtained for the total energy is -11917.97516 eV. The value obtained for the maximum force is 7.440 eV/Å. The SMILES is Cn1ccc(=O)c(O)c1. For the HOMO energy, the calculation gives -8.43 eV.



# 2
The following is a quantum chemistry calculation of a 2-piece molecular cluster, C6H7NO3 overall in a non-equilibrium geometry, from OMol25.

Positions of all 17 atoms, in Å:
C  1.130293  -1.716542  0.017758
C  1.677841  -1.033556  -1.106063
C  0.042299  -1.404927  0.760792
H  -0.436069  1.543570  1.800062
N  -0.234299  2.416176  -0.231517
H  0.008304  2.008903  -1.085786
C  0.135137  1.476371  0.835124
O  1.553277  0.138313  -1.444520
H  -1.179066  2.663355  -0.349171
H  2.341488  -1.772865  -1.559468
H  1.096920  1.198413  0.588089
H  1.747448  -2.473104  0.384486
O  -2.172210  -0.299229  1.027087
C  -0.816499  -0.367974  0.436137
C  -2.048644  -0.262460  -0.330771
H  -0.221691  -2.001001  1.594660
O  -2.624530  -0.113449  -1.336895

Atoms 1-6, force components in eV/Å:
1.30 1.08 -1.57
0.57 -1.35 1.19
-2.39 1.24 1.20
1.26 0.13 -0.97
0.70 -1.69 3.17
1.30 -0.57 -1.66

The value obtained for the total energy is -13960.91270 eV. The value obtained for the maximum force is 5.229 eV/Å. The multiplicity is 3. For the HOMO energy (alpha / beta), the calculation gives -6.14 / -9.61 eV.



# 3
The following is a quantum chemistry calculation of a 2-piece molecular cluster, C6H7NO4 overall in a non-equilibrium geometry, from OMol25.

Positions of all 18 atoms, in Å:
H  2.934501  1.866117  0.417562
N  -0.616902  -1.099200  2.350206
C  3.144014  0.827349  -0.056098
O  -4.016433  -0.036371  0.081089
H  3.812741  0.976817  -0.941031
H  1.507459  -0.683947  0.623911
C  -0.287556  -0.281096  1.587046
C  -0.275238  0.631327  0.354430
C  -3.194009  -0.880374  -0.719141
H  -3.555679  0.724239  0.479168
O  0.694862  0.852215  -0.386251
H  -3.834840  -1.344765  -1.483208
H  2.069772  -0.669521  -1.179158
O  -1.307025  1.269899  0.194695
H  3.736208  0.304492  0.641618
O  -0.775812  -1.356191  -0.940770
C  1.893126  -0.054030  -0.255773
C  -1.929188  -1.046960  -0.768295

Atoms 1-6, force components in eV/Å:
0.08 -1.84 -0.87
0.85 1.65 -1.08
-0.55 1.60 0.19
0.87 -0.58 -0.32
-1.08 -0.17 0.43
1.80 0.46 -1.28

The value obtained for the total energy is -16011.42433 eV. The value obtained for the maximum force is 5.240 eV/Å. The SMILES is CCOC(=O)C#N.O=C=CO. For the HOMO energy, the calculation gives -8.76 eV.